(1)
Below is a structure of composition C25H21BCo2O10, with properties calculated with wB97M-V/def2-TZVPD.

Structure (XYZ):
```
59
Properties=species:S:1:pos:R:3:forces:R:3
C 2.29519 2.58584 5.42433 -0.09 -0.28 -0.37
H 0.23446 2.14936 0.34773 0.11 -0.01 0.11
O 0.41097 0.15062 -0.16018 0.09 -0.58 -0.40
O -2.29076 -1.03642 1.33802 1.63 0.20 1.65
H 2.00111 -4.78860 -0.75978 0.03 0.16 0.57
C 1.65388 -4.27424 0.13964 0.20 -0.48 -0.13
H -0.57715 1.72015 -1.16087 0.20 -0.29 0.01
C 2.18312 3.91133 5.88443 -0.01 0.09 -0.20
O 2.79618 0.10206 -0.15143 -0.34 0.08 -0.91
H 1.37796 3.99740 -1.05711 0.13 0.20 -0.08
H 2.21720 1.76441 6.14247 -0.01 0.28 -0.21
Co -0.14297 -0.44686 3.22468 2.71 -0.86 -0.63
H 3.50396 -3.61795 1.31422 -1.00 -0.20 -0.20
H 1.03162 3.42224 -2.70969 0.07 0.21 0.14
O -0.68194 2.40797 3.29287 0.69 -2.75 0.09
H 1.61237 -2.24448 3.75109 0.44 0.60 1.18
H 3.81356 1.83114 -0.90647 -0.22 -0.46 0.01
C -0.81929 -4.37274 -0.46221 -0.61 -0.45 -0.10
H 1.95718 4.11138 6.94555 0.29 -0.28 -0.61
O 1.59415 -0.47249 -2.18925 -0.18 0.34 0.58
H 2.22462 6.05111 5.31652 0.03 -0.82 -0.03
C 5.21254 0.62438 4.92715 -0.04 0.27 2.31
C 5.28742 0.97948 2.35086 0.14 0.93 -2.18
C 2.86814 1.54818 -0.41664 -0.36 -0.31 0.08
H 2.86613 2.02650 0.57364 -0.36 0.12 -0.42
C 0.32872 -3.99793 0.36607 0.88 0.58 1.48
C 2.50185 4.70405 3.64555 -0.05 -0.01 0.55
C 4.98854 -1.57522 3.28047 0.72 -2.64 -0.21
H -1.61084 -3.61511 -0.51727 0.32 -0.06 0.22
Co 4.32678 0.01483 3.47997 2.77 -0.86 0.61
C 1.46398 -2.85665 1.96863 1.62 -3.73 -5.59
O 5.32657 -2.68447 3.11955 -0.60 1.91 0.17
O 5.95374 1.59228 1.63172 -0.33 -0.48 0.85
C -1.39985 -0.82820 2.04760 -1.40 0.03 -2.63
H 2.67171 1.04481 -3.13556 -0.03 -0.04 0.22
C 2.40306 -3.71956 1.18914 -0.70 2.78 0.81
H 0.92632 1.15595 -3.35603 0.06 -0.18 0.57
C 1.64804 1.89929 -1.35056 -0.41 -1.09 0.16
O 0.16564 -3.31449 1.54956 0.51 1.01 -1.87
O -1.23574 -1.31292 5.78370 0.24 0.47 -1.80
H 2.83127 3.24141 2.15186 -0.09 -0.11 -0.12
C 1.71245 0.90614 -2.61891 0.26 0.84 0.17
C 1.61955 -1.73239 2.79736 -1.73 4.10 7.21
C 2.50167 2.26281 4.04874 -0.55 0.56 0.51
C -0.81629 -1.00516 4.75577 -0.03 -1.03 3.53
H -0.48672 -4.60330 -1.49834 -0.16 -0.03 0.85
C -0.45833 1.26999 3.28617 -1.41 3.70 -0.35
C 0.31119 1.52041 -0.54172 0.82 1.16 -0.77
C 1.69722 3.31849 -1.84708 -0.10 -0.09 -0.06
C 2.51425 -0.40620 3.09676 -1.99 0.84 -0.50
O 5.76040 1.03242 5.86093 -0.47 -0.42 -1.49
H -1.23212 -5.26581 0.03320 -0.22 0.07 -0.53
C 2.30898 4.99655 4.99884 -0.24 -0.44 -0.11
H 2.72267 3.54209 -2.16090 -0.22 0.21 0.04
H 2.54163 5.53596 2.94461 0.16 -0.30 -0.03
B 1.59652 -0.18688 -0.82288 0.49 -0.43 0.45
C 2.69237 0.85420 3.55725 -1.92 -0.98 -0.76
C 2.61210 3.38824 3.19856 0.05 -0.45 -0.02
H 1.76888 -1.80210 1.49577 0.21 -0.57 -1.83
```
Positions in Å, forces in eV/Å.

Summary:
E_tot in hartree: -4507.7115
Energy above the lowest of the compared OMol25 structures with the same formula, charge and spin in kcal/mol: 82.5
2S+1: 1
Charge: 0
HOMO level in Eh: -0.226

=====

(2)
Below is a structure of composition C25H21Br3CoN2O2P, with properties calculated with wB97M-V/def2-TZVPD.

Structure (XYZ):
```
55
Properties=species:S:1:pos:R:3:forces:R:3
C -0.08350 5.55707 0.39397 -0.02 -0.05 0.03
C -3.73156 -2.25266 -0.53632 -0.01 -0.01 -0.01
C 4.63225 -0.97269 -1.32359 0.01 -0.01 0.01
H -5.85990 -0.90241 1.72318 0.00 0.00 0.00
H 3.43095 -2.04201 3.47657 0.01 0.00 -0.01
C 2.38970 -1.97909 3.20042 -0.02 -0.03 0.00
H 2.81303 -0.23655 -2.21697 0.00 0.00 0.00
H -0.48426 6.17067 1.18808 0.00 0.01 0.00
C -3.01568 -0.04398 0.10478 0.00 -0.03 0.00
Br 6.97327 -1.95705 -0.06113 -0.01 0.00 0.00
C -1.63317 -0.20135 -3.11431 -0.06 0.02 0.00
H -2.21331 -3.18854 -2.96484 0.00 0.02 0.01
H -0.76302 -0.23257 -3.76978 0.00 0.00 0.00
O 0.05582 1.20357 0.54901 0.00 0.02 -0.01
C 1.99725 -1.70568 1.90193 0.02 -0.05 -0.03
O 0.77565 1.23434 -1.50540 0.04 -0.08 -0.10
C -4.10777 0.06493 0.95077 0.00 -0.01 -0.01
C -4.81937 -2.14293 0.31917 0.00 0.00 -0.01
C -1.30988 -2.96686 -2.39601 -0.02 -0.03 -0.04
C 0.07118 -2.03158 3.81879 0.00 -0.02 0.00
C 1.40710 -2.14781 4.16535 -0.01 0.02 0.00
C -5.00933 -0.98600 1.05977 -0.01 0.01 0.01
H 0.48903 7.21839 -0.81624 0.00 0.00 0.00
C -0.23103 -1.74245 2.50180 -0.02 -0.03 -0.02
H -0.45410 -3.04122 -3.06714 0.01 0.00 0.01
H -2.30571 0.77310 0.05050 0.01 0.02 0.00
H -2.52631 -0.49588 -3.66527 0.00 -0.01 0.02
Br -0.94204 3.53632 2.10841 0.01 -0.03 -0.02
C 3.27790 -0.69823 -1.35578 0.02 0.02 0.01
H 5.25985 -0.74849 -2.17308 0.00 0.00 0.00
C 5.15082 -1.54103 -0.17131 -0.03 0.01 -0.01
H 1.38518 5.79444 -2.64572 0.00 0.01 0.00
C 0.96312 5.34601 -1.75696 0.01 0.02 -0.01
C 2.97619 -1.48743 0.79599 0.00 -0.05 -0.01
H -1.74032 0.82108 -2.75522 -0.01 0.01 -0.01
C 0.46207 6.13980 -0.73591 0.01 0.03 -0.03
C 0.38282 3.35707 -0.49443 -0.02 0.04 0.03
H -1.19168 -3.70622 -1.60458 0.00 0.00 0.00
H -5.52100 -2.96230 0.40117 0.00 0.00 0.00
Co 0.42924 -0.57596 -0.25519 0.03 0.06 0.05
H -3.60289 -3.16086 -1.11075 0.00 0.00 0.01
Br 1.89518 -2.51124 5.93647 0.00 0.00 -0.02
N 0.70395 -1.59013 1.56426 -0.01 0.06 -0.01
H 1.30162 3.33282 -2.41192 0.00 0.00 0.00
C -2.82277 -1.20355 -0.65152 -0.06 -0.01 -0.04
H -4.24880 0.96983 1.52695 -0.01 0.00 0.00
C 0.40851 1.86616 -0.48399 -0.07 0.09 0.00
N 2.47030 -0.96103 -0.32981 -0.02 0.00 0.03
C 4.31874 -1.80186 0.90912 0.02 0.01 -0.03
H -0.71366 -2.15033 4.55071 0.00 0.00 0.00
H 4.72351 -2.24887 1.80396 -0.01 0.00 0.01
P -1.34423 -1.29339 -1.69792 0.20 0.02 0.20
H -1.25896 -1.62260 2.17968 0.00 0.01 0.01
C -0.12778 4.17466 0.52034 0.02 -0.02 -0.07
C 0.91780 3.97254 -1.63005 0.01 -0.03 0.04
```
Positions in Å, forces in eV/Å.

Summary:
E_tot in hartree: -10671.3344
Energy above the lowest of the compared OMol25 structures with the same formula, charge and spin in kcal/mol: 2.8
2S+1: 4
Charge: +1
HOMO level (spin up / spin down) in Eh: -0.411 / -0.411

=====

(3)
Below is a structure of composition C25H21Cl3IrO2P, with properties calculated with wB97M-V/def2-TZVPD.

Structure (XYZ):
```
53
Properties=species:S:1:pos:R:3:forces:R:3
C -2.82349 3.43480 2.27304 0.99 -2.81 6.00
H 1.05091 -4.79928 2.95843 -0.02 -0.02 0.04
H 0.04545 3.04782 -2.01930 0.08 0.09 -0.05
C 0.81890 -3.74338 2.90994 -0.12 -0.65 2.57
H -4.18759 5.05694 2.58555 0.52 -0.91 -0.36
C 2.39951 0.86569 -1.02265 -0.08 -0.05 0.09
C 0.79563 -3.10132 1.67944 -0.17 1.30 -1.62
C -1.95445 3.89516 -1.48729 -0.56 1.27 -1.07
H 0.03892 -1.12515 4.90470 0.01 0.02 0.04
C 2.14423 -0.09606 -0.04353 -0.14 -0.09 0.22
Cl -5.27081 3.72355 1.04864 0.31 -0.14 -0.10
H -1.58499 -4.27679 -2.77854 0.00 0.01 0.00
C 3.66073 1.42526 -1.15194 -0.03 0.01 -0.01
C 0.25395 -1.68196 4.00214 0.04 -1.16 1.80
H 0.53513 -5.02502 -3.81439 0.00 0.01 0.01
C 1.73614 -2.56957 -1.81222 0.03 0.04 0.10
C 0.55276 -3.03645 4.07365 0.16 -0.71 0.06
H -1.35659 0.92434 -2.91501 0.01 -0.10 -0.03
C -3.15080 2.09667 -2.30239 -0.49 -0.31 -1.81
H 1.60244 1.17463 -1.68806 -0.02 0.00 -0.05
H -4.18823 3.79410 -1.29803 0.02 0.02 -0.06
C 0.53815 -4.22098 -3.09018 -0.03 0.04 0.05
C -3.80200 4.47476 1.72218 -0.89 0.96 1.20
C -1.02626 2.95474 -2.01360 0.35 -0.16 -0.63
C 4.43332 0.10280 0.69593 0.10 0.00 0.03
C -1.77237 1.82008 -2.48716 -0.47 0.37 -1.82
Ir -2.06685 2.07261 -0.37126 2.68 -2.37 5.34
C -3.27139 3.34069 -1.63277 -0.29 1.41 -1.27
H -0.03263 0.00988 2.72032 -0.07 0.07 -0.02
C 0.21558 -1.04334 2.77277 0.07 0.59 -2.52
Cl -3.26709 0.33658 0.48984 -1.20 -2.44 -0.49
C -0.64700 -2.76334 -1.59059 -0.06 0.07 0.11
H 5.66406 1.49126 -0.38250 -0.02 -0.01 0.01
P 0.44291 -0.79336 0.02323 0.16 0.21 -0.69
C 4.68149 1.04750 -0.28938 -0.04 -0.06 0.05
H 2.67000 -2.09744 -1.54179 0.08 0.03 -0.03
O -2.69094 3.44427 3.57891 -0.43 0.69 -5.86
H 0.57300 -3.53873 5.03187 0.00 0.03 -0.06
H 3.84464 2.16603 -1.91896 0.00 -0.01 0.00
Cl -3.18010 5.80037 0.72038 0.24 -0.14 -0.23
C 0.49611 -1.74322 1.59796 0.04 0.64 -0.12
C 0.54811 -2.14183 -1.22373 -0.06 0.01 0.18
C 1.72893 -3.59961 -2.74256 0.04 -0.04 -0.02
H 2.65904 -3.92003 -3.19351 0.00 0.01 0.00
H 1.01239 -3.65781 0.77874 0.02 -0.02 -0.15
H 5.22378 -0.19509 1.37243 0.00 0.01 -0.01
C 3.17456 -0.46965 0.81637 -0.08 0.07 -0.13
C -0.65111 -3.80185 -2.50824 -0.02 -0.06 -0.07
H -1.71688 4.83152 -1.01416 0.05 -0.05 -0.14
O -2.35771 2.34480 1.62863 -0.66 4.31 1.57
H -1.57901 -2.42977 -1.15049 -0.09 0.04 0.00
H 2.99280 -1.21104 1.58151 0.11 -0.04 0.08
H -3.95531 1.40523 -2.48235 -0.05 0.01 -0.12
```
Positions in Å, forces in eV/Å.

Summary:
E_tot in hartree: -2941.4619
2S+1: 6
Charge: +1
HOMO level (spin up / spin down) in Eh: -0.320 / -0.421

=====

(4)
Below is a structure of composition C25H21Cl3N3O2ReS2Si, with properties calculated with wB97M-V/def2-TZVPD.

Structure (XYZ):
```
58
Properties=species:S:1:pos:R:3:forces:R:3
C 2.45441 -2.66405 1.36051 -0.06 -0.12 0.11
H 3.87596 -0.65032 3.18489 0.02 0.02 -0.01
H 0.96810 -5.29248 -0.15202 0.00 0.01 0.00
Cl 3.33607 1.83849 -3.30644 0.02 0.01 0.00
H 0.97555 3.30357 -2.43505 -0.02 0.00 0.01
C 1.65056 -1.65836 0.84241 0.09 0.16 -0.05
H 3.27253 -2.43619 2.02895 0.00 0.00 -0.02
N 0.95896 -1.42798 7.04051 0.02 -0.03 -0.03
C -1.02930 1.45624 6.14238 0.01 -0.02 -0.04
S -0.44892 2.29836 1.09672 0.06 -0.12 -0.13
O -0.12381 -0.95115 -0.58548 0.37 -0.15 -0.29
H -2.59900 -1.69506 -3.68626 0.01 0.00 0.00
C -0.05280 3.04213 -2.67922 0.04 0.02 -0.01
C -4.56908 -1.04346 -2.05232 0.01 0.01 -0.03
H 4.96225 -0.90851 1.80366 -0.04 -0.03 0.00
C 0.05051 1.48210 2.56376 0.00 0.04 0.05
C -2.65679 0.39049 -1.95065 -0.04 -0.01 0.01
N -3.73204 -0.12841 -2.79944 0.04 -0.01 0.04
Si 2.41086 0.35815 -2.14770 -0.30 0.02 -0.03
C 0.53934 -0.00896 4.92257 0.00 0.01 0.02
S 1.77748 0.10961 1.00883 0.01 -0.32 0.32
H -4.01040 -1.92160 -1.68113 0.00 0.00 0.00
C -0.57948 1.80815 3.77603 -0.01 0.02 0.01
H 5.19333 0.50813 2.84348 -0.02 0.01 0.00
C 1.15652 -4.26518 0.13535 -0.03 0.07 -0.01
C -0.73156 3.87771 -3.55594 0.04 0.02 -0.01
C 0.99244 0.44428 2.60658 -0.02 0.12 -0.06
H -0.23840 4.75678 -3.95640 -0.01 -0.01 0.00
O 3.87851 1.67689 0.98366 -0.03 0.11 0.18
Cl 4.13289 -0.57981 -1.29205 0.12 -0.15 -0.11
H -2.57209 4.20243 -4.61968 0.00 -0.01 0.00
C 1.20096 -0.31565 3.74186 0.10 -0.02 0.01
Cl 1.83856 -1.09045 -3.56572 0.09 0.01 0.01
C 0.36425 -3.26483 -0.38960 -0.01 -0.08 0.00
H -0.43139 -3.47814 -1.09156 0.00 -0.01 0.01
C 2.20820 -3.97870 1.01007 -0.02 0.06 -0.01
C -2.62554 2.42761 -3.40831 0.01 0.02 0.01
H -3.09682 0.66400 -0.98516 -0.01 0.02 -0.01
H -3.97872 -1.09377 -4.64165 0.00 -0.01 0.00
H -5.00416 -0.53228 -1.19243 -0.01 0.00 0.00
H -1.29216 2.62186 3.79072 0.00 0.00 0.00
N -1.58206 1.76325 7.10134 0.01 0.00 0.00
C 4.44957 -0.15567 2.40587 0.06 -0.06 -0.03
Re 0.62124 0.96037 -0.61755 -0.22 0.04 0.10
H 2.83489 -4.77028 1.39762 -0.01 0.00 0.00
H 1.85121 -1.18103 3.71704 0.00 0.02 0.00
C -0.34250 1.08810 4.93153 0.01 -0.01 0.02
C -3.17571 -0.79572 -3.96390 -0.01 0.03 0.01
C 0.60622 -1.92240 -0.06255 -0.18 0.17 0.02
C -1.94414 1.59660 -2.52214 0.06 0.02 -0.05
H -3.63845 2.16346 -3.68916 0.00 0.00 0.00
C -0.62150 1.88101 -2.12952 -0.12 0.02 0.03
H -2.50509 -0.11982 -4.49320 -0.01 0.00 -0.01
H -5.38148 -1.40467 -2.68684 0.00 0.00 0.00
C 3.58975 0.64265 1.47749 -0.01 0.10 -0.10
C -2.02948 3.56785 -3.92844 -0.02 -0.03 0.01
H -1.92268 -0.39470 -1.74315 0.05 -0.04 0.03
C 0.76441 -0.80063 6.09683 -0.04 0.08 0.00
```
Positions in Å, forces in eV/Å.

Summary:
E_tot in hartree: -3824.9014
Energy above the lowest of the compared OMol25 structures with the same formula, charge and spin in kcal/mol: 95.0
2S+1: 2
Charge: -1
HOMO level (spin up / spin down) in Eh: -0.163 / -0.179

=====

| no. | maximum force (eV/A) |
| --- | --- |
| 1 | 8.48 |
| 2 | 0.28 |
| 3 | 6.70 |
| 4 | 0.50 |